Here is a gas-phase ion, C12H17OS (charge +1) in a non-equilibrium geometry from OMol25. Energies are from the ωB97M-V functional and the def2-TZVPD basis.

Geometry as XYZ:
```
31
C12H17OS, DFT the ωB97M-V functional and the def2-TZVPD basis
H -1.76948 -2.38842 0.82427
C 0.94747 0.77746 1.94519
C 3.61221 1.27874 2.36928
C 1.67351 0.01285 2.87473
S -0.81944 0.55277 1.72891
H 1.14275 0.93478 -1.73749
H -1.95702 1.19093 -2.63819
H -3.52039 -1.68395 -0.39537
H -3.26355 -1.04644 -3.02691
H 0.73928 -0.87016 -1.08974
C -1.43920 -2.12859 -0.23916
C -2.36365 -1.01658 -2.35043
C -2.60164 -1.93670 -1.12722
H 3.57699 -0.43460 3.74596
H -2.92788 0.67003 -1.18568
H 4.61228 1.29973 2.29937
O -0.83374 -0.10731 0.19405
H -2.89114 -2.94970 -1.45999
H 3.44774 2.81958 1.02229
H -1.51966 -1.27611 -2.93678
H 1.22922 -0.81231 3.26408
H -0.47534 -2.20955 -0.48857
H -0.84724 1.65133 -0.87352
C -0.75983 0.56500 -1.07370
C 0.46835 0.08786 -1.71869
H 0.14539 -0.20534 -2.70285
C 3.00160 0.27823 3.12563
C 1.55670 1.93731 1.31758
C -2.11043 0.44940 -1.82131
C 2.92543 2.12508 1.55048
H 1.02069 2.43467 0.60379
```

Its HOMO energy is -0.4531 Ha. The value obtained for the max |F| is 5.90 eV Å⁻¹. Its net charge is +1. The calculation puts the orbital gap at 7.0 eV. The energy is -940.46513 a.u.



Here is a single C20H27N5O3 molecule from OMol25. Energies are from the ωB97M-V functional and the def2-TZVPD basis.

Geometry as XYZ:
```
55
C20H27N5O3, DFT the ωB97M-V functional and the def2-TZVPD basis
N 0.86543 0.14567 -1.83504
C 5.20477 -1.23680 1.74250
H 0.09456 -3.48652 0.51778
C -3.24535 -4.01602 -0.24356
H 0.50604 2.16912 -2.19803
C 5.08593 0.64887 0.22629
H 0.15878 -1.69893 -0.46687
C 1.23432 1.40402 -2.47938
H -0.40271 4.07578 -0.52355
H -1.13500 1.09639 1.78624
C 3.25949 -0.97451 0.41458
C -1.93042 -1.95416 -0.76729
C -3.07088 1.22471 0.84664
O -1.30936 0.24152 -2.47321
H -1.58900 5.14207 1.21265
H -1.29270 -3.27959 1.59726
N 2.89591 0.64668 -1.04312
C -0.44353 -0.31517 -1.81752
N 2.00996 -1.20687 -0.13523
H 3.39646 1.71824 -2.77249
C -1.32236 3.54424 -0.25889
C -2.04426 4.19340 0.93674
H 6.74021 0.23314 1.50271
C -2.52803 -1.09502 0.36710
H -2.58824 0.39319 -1.01800
N -0.61517 -1.41195 -1.06111
H 3.52556 -2.58455 1.80596
H -2.77928 3.10569 2.69857
H -3.20593 -5.09543 -0.12001
C 3.95492 -1.69631 1.37165
H -3.89850 -3.78886 -1.08362
H -0.94451 -4.85797 0.88720
O -2.66741 -1.44964 1.51924
C 3.83568 0.19625 -0.14875
H -3.66927 -3.58005 0.65647
C 5.76049 -0.08889 1.18289
C -0.93413 -3.78546 0.70635
C 2.65820 1.72374 -1.96352
N -2.86791 0.13493 -0.07667
H 2.70248 2.69179 -1.45474
H -2.54859 -1.79753 -1.66055
C -1.71995 1.85207 1.25321
O -0.95124 2.23055 0.12527
H -1.42296 -3.92837 -1.37823
C -1.84212 -3.46044 -0.47861
H -1.02333 3.34086 2.65083
C 1.85449 -0.22540 -0.97589
H -3.09179 4.37481 0.69925
H -3.71329 1.96845 0.37215
H -3.55829 0.82770 1.73966
H 1.20480 1.27950 -3.56471
H 5.76817 -1.78059 2.48606
H -1.96672 3.50551 -1.14610
H 5.51552 1.53920 -0.20790
C -1.90994 3.14695 2.04736
```

Its HOMO energy is -0.2989 Ha. The value obtained for the max |F| is 0.83 eV Å⁻¹. Its net charge is 0. The calculation puts the orbital gap at 8.7 eV. As for the SMILES: CC(C)[C@H](NC(=O)N1CCn2c1nc1ccccc12)C(=O)NC[C@@H]1CCCO1. The energy is -1277.90359 a.u.



Here is 2 unconnected molecules or ions with the total composition C21H28F6N4O8PS2 in a non-equilibrium geometry from OMol25. Energies are from the ωB97M-V functional and the def2-TZVPD basis.

Geometry as XYZ:
```
70
C21H28F6N4O8PS2, DFT the ωB97M-V functional and the def2-TZVPD basis
C 2.05098 -3.43824 -1.18869
F -1.90242 2.58922 -3.34851
C -1.61584 -2.76784 -4.26855
C 0.46375 2.08147 -3.50006
H -1.38908 -2.40230 3.97787
C -0.65447 2.21353 -1.16982
H -2.68101 0.46576 -4.84199
O -4.29343 -0.66764 -6.52752
C 1.52411 0.75781 2.63079
H 2.24803 -1.77924 4.92777
H -1.89310 2.12926 3.16874
H 0.85975 0.58664 0.64382
H -4.06473 -3.24921 -6.65586
C -1.17038 -0.29021 3.31939
H 3.83929 2.58619 0.52636
H -1.47535 0.25834 1.18849
F -0.31383 4.22457 -2.68016
H 1.44688 -2.51267 -1.51109
H 4.58608 3.59391 3.52860
H 3.02092 -3.10178 -0.66337
S 3.54567 -0.92721 2.01861
H -0.93064 -4.70545 1.08729
O 1.69861 2.75214 -3.67792
H -0.79074 0.15784 4.29988
C -3.49703 -1.29359 -5.85456
N 0.62114 0.25159 1.58913
H 0.31096 -1.96524 3.43338
O 2.07986 4.33973 1.35813
O 1.23640 -4.23969 -0.28810
C -1.22179 -2.50806 1.76472
C -3.39506 -2.76519 -5.95581
C -1.86505 2.65566 -0.20316
C -0.69654 2.84487 -2.64290
H 2.34318 -3.99595 -2.13947
C 1.03279 -3.47097 0.92143
H -2.32102 -0.24036 3.35493
F -2.44956 3.81411 -0.83419
H -2.34776 -2.75526 1.72976
C -0.79320 -1.84485 3.16354
C -0.76727 0.61244 2.01490
H 1.91391 -3.68793 1.63196
N 2.45035 -0.10549 3.13067
H -2.43081 -4.52768 -5.28044
H 3.51144 -0.20047 0.81215
N 1.55636 2.11923 3.13827
P 2.75716 3.13628 2.35780
O 0.27664 0.95634 -4.03252
H -0.98841 -1.86452 0.85094
C -2.59270 -0.61177 -4.90404
H 2.42611 4.20394 0.44644
H -0.10653 -4.18875 2.72332
H -1.04885 -0.81377 -3.46836
F -2.93588 1.69014 -0.19910
H 2.45730 2.13845 -3.55576
F 0.54782 2.72611 -0.55336
C -0.97221 2.14132 2.46453
O 3.64762 3.88723 3.59478
F -0.66840 0.80092 -1.28447
C 0.22173 2.75831 3.33159
C -2.51964 -3.45023 -5.21870
C -1.42228 3.12868 1.26178
S 2.67445 -0.44287 4.81949
H 1.09954 -2.34100 0.68299
C -1.71782 -1.29701 -4.16742
O -0.81771 -3.39355 -3.59382
N 3.82443 2.26895 1.50510
C -0.34978 -3.88917 1.63513
H 0.36227 3.89210 3.21297
H -0.06621 2.60827 4.44298
O -1.46900 4.36381 1.51928
```

Its HOMO energy is -0.4319 Ha. The value obtained for the max |F| is 5.53 eV Å⁻¹. Its net charge is +1. The calculation puts the orbital gap at 5.8 eV. The energy is -3374.35383 a.u.



Here is 6 unconnected molecules or ions with the total composition C28H64N3O7S in a non-equilibrium geometry from OMol25. Energies are from the ωB97M-V functional and the def2-TZVPD basis.

Geometry as XYZ:
```
103
C28H64N3O7S, DFT the ωB97M-V functional and the def2-TZVPD basis
H 3.05864 4.21552 -2.84748
H -9.94054 2.23241 -4.87707
H 2.13417 -5.66743 5.71968
N 1.25709 -0.20006 -0.09691
H 5.83815 -0.21142 -0.57714
H -7.05998 -0.94468 -2.31522
O -8.69968 0.06337 -3.89633
H 2.44350 -2.40070 1.93240
C 2.45328 -4.60834 7.57542
H 3.29371 -0.91085 1.57668
H -2.01005 -6.05977 3.00326
H -8.84124 1.22640 -2.19833
H 2.12334 7.19922 -1.09962
C 2.30302 -0.91546 3.44316
C 2.39777 0.70642 -0.34741
H 2.88062 0.65015 4.70697
H 5.52862 3.31381 -5.07820
H -10.36918 0.71746 -2.93641
H -0.57826 2.53604 -2.84045
C -3.26613 -0.65212 -0.91955
H 0.74331 -0.00938 1.88081
C -1.79879 -5.28599 2.26089
H 6.76046 4.56852 -5.08083
H 5.65965 0.59602 -2.10425
C -1.15324 1.89712 -2.16228
H 2.48153 -3.61422 7.12125
H -2.06758 1.66027 -2.69851
O -5.02212 0.82822 -2.81400
H 1.24203 0.82657 4.17603
H 1.98186 -4.50217 8.55271
C -0.99610 -0.86950 0.20094
H 2.89554 1.03498 0.55739
H -6.70923 0.06598 -0.94066
N -1.47223 2.67213 -0.96318
O 3.41278 4.19531 -1.95016
S 3.54235 -0.22216 -1.44520
H 0.45119 -2.58154 0.23587
C 6.60625 3.49090 -5.02036
H -0.75467 -0.18510 -2.45461
H -8.41618 2.73588 -4.16150
H -0.64748 3.14326 -0.61245
H -2.83210 -6.26467 0.63564
H -6.05751 -1.54477 -0.93920
C 2.36122 -1.31770 1.97523
C -6.29245 -0.70172 -1.58500
C 2.08516 6.17468 -1.46938
H -2.09377 -1.93523 2.67060
H 2.58903 1.22732 3.08216
H -0.81382 -4.86874 2.47380
H -1.59498 -1.85326 -1.63135
H -1.10919 -6.66411 0.74157
C -1.84107 -5.86387 0.85824
H 2.09067 1.57843 -0.91032
H 3.47737 -4.95810 7.71556
C -2.04693 -1.54003 -0.68793
H -3.97976 -0.85413 -0.12602
H 1.41833 -1.02766 -0.68690
H -0.38354 -2.42559 1.73153
H 7.01138 1.86651 -3.65498
H 1.61381 -6.55293 7.16196
O 6.55676 3.57838 -2.59410
H -2.95650 0.39786 -0.91702
C -9.42311 2.38076 -3.92895
H 5.15414 1.72449 0.64746
H 2.40210 -2.71089 3.98032
H -2.35338 -2.45922 -0.19274
C -0.30992 0.62361 -1.88568
C 5.19983 0.46873 -1.12885
H 8.23796 3.14405 -3.65560
O -2.74710 -4.22723 2.41059
H 4.14550 6.11893 -2.11365
C -0.13675 0.28376 -0.43050
H 0.35790 -4.24375 6.11811
H -1.81304 0.76674 1.57373
H -7.80629 0.37653 -4.08173
H -3.62198 -4.59403 2.23727
C -2.54564 -1.07985 2.18838
C 3.46570 5.54825 -1.47662
H -1.63399 -5.08765 0.11799
C 5.14507 1.83368 -0.43508
H 3.88004 5.52091 -0.47038
O -3.89549 -0.96198 -2.17294
H 5.60750 3.40471 -2.63840
C 1.66323 -5.56636 6.70459
C 0.01059 -1.83415 0.91384
H 4.33084 2.46641 -0.79518
H -2.18580 3.36288 -1.15371
H 6.06542 2.34856 -0.69245
H -9.94267 3.15476 -3.36209
H 7.08199 3.01904 -5.88096
H -0.28312 1.07279 0.30156
N 2.33646 -1.76421 4.35534
C 1.10455 -0.82946 1.25752
H 0.66523 0.77535 -2.34981
H 1.40740 5.59838 -0.83663
C -1.81786 -0.30669 1.39115
O 0.32145 -5.11372 6.53123
C -9.36541 1.08086 -3.14995
C 7.16896 2.94969 -3.71997
C 2.23398 0.53100 3.84365
C -5.04473 -0.20378 -2.25187
H -3.60714 -0.94166 2.35730
H 1.65918 6.18401 -2.47568
```

Its HOMO energy is -0.4108 Ha. The value obtained for the max |F| is 2.39 eV Å⁻¹. Its net charge is +1. The calculation puts the orbital gap at 9.0 eV. The energy is -2193.99246 a.u.



Here is 2 unconnected molecules or ions with the total composition C18H25N5O4 in a non-equilibrium geometry from OMol25. Energies are from the ωB97M-V functional and the def2-TZVPD basis.

Geometry as XYZ:
```
52
C18H25N5O4, DFT the ωB97M-V functional and the def2-TZVPD basis
N 1.63211 0.28835 3.13536
C -4.94292 -0.61222 -0.29359
C 0.64660 -2.88253 1.50392
H 7.19139 1.68167 0.96572
H -6.08626 0.05830 -3.41074
H -1.20934 -0.28341 0.73429
H 2.55370 2.83620 1.22386
H 3.17816 1.66897 -3.87853
C -4.35190 -2.74143 0.11328
H -2.26442 -4.46746 0.77558
H 1.89842 2.77351 -3.33751
H 6.73161 0.05985 0.39105
H 3.95034 2.41747 -1.31225
H 1.13615 -0.28578 2.46234
H 6.35594 0.56333 2.06272
C -5.71875 0.62851 -0.67434
H -4.71102 1.04582 -3.95050
C 2.15761 1.43741 2.78100
H 1.65811 -3.11294 1.82320
C -5.10318 0.44519 -3.12443
H -4.38201 -3.81966 0.22234
O 1.30387 0.79024 -1.63974
C 2.05826 1.87118 1.32975
C -5.44444 -1.88663 -0.27430
H -5.65785 1.33966 0.15546
C -0.94844 -1.32430 0.90226
O 5.04640 2.58492 0.13879
C 6.44297 0.89274 1.02895
C -1.55789 -3.65507 0.91866
H 3.58182 3.33987 -3.41336
O 2.72059 2.11239 3.62196
O -3.62165 -0.61811 0.08015
H 1.00264 2.00706 1.09584
H 4.27840 -0.30296 1.03284
N 0.30740 -1.59781 1.31151
H 0.06954 -4.95270 1.48405
C 2.32431 1.24915 -1.13286
H 2.13977 -0.07567 0.47142
C -1.91869 -2.31905 0.71136
H 1.68901 0.06077 4.10958
N 3.15022 2.04795 -1.81588
C -0.25303 -3.93105 1.31568
H -5.69637 2.14476 -2.09942
N -5.20860 1.26868 -1.90829
C -3.26841 -1.92353 0.30841
C 2.66153 0.86782 0.32582
H -6.45649 -2.18971 -0.52289
H -4.42490 -0.39965 -2.96737
N 4.07627 0.60795 0.65616
C 2.94160 2.48455 -3.19411
H -6.77298 0.36610 -0.80995
C 5.11476 1.44131 0.56673
```

Its HOMO energy is -0.3071 Ha. The value obtained for the max |F| is 2.03 eV Å⁻¹. Its net charge is 0. The calculation puts the orbital gap at 8.5 eV. As for the SMILES: CNC(=O)[C@H](CC(N)=O)NC(C)=O.CNCc1ccc(-c2cccnc2)o1. The energy is -1275.67822 a.u.